No. 1
27
Properties=species:S:1:pos:R:3:mulliken_charge:R:1 method="wB97M-V/def2-TZVPD" lumo_energy_ev=0.7487 smiles=C[C@@H](N)CCCCN.O orbital_gap_ev=9.6
C -0.533 3.115 -0.104 -1.411
C -0.335 1.832 0.690 0.682
C -0.945 0.594 0.015 -0.606
C -0.388 0.248 -1.381 -0.795
C 0.892 -0.583 -1.313 -0.468
C 0.747 -2.020 -1.846 -0.833
N 0.076 -2.992 -1.015 -0.457
N -0.879 1.978 2.040 -0.660
H -1.563 3.448 -0.144 0.307
H 0.212 3.871 0.175 0.348
H -0.147 2.989 -1.117 0.374
H 0.749 1.667 0.710 0.179
H -0.792 -0.269 0.676 -0.183
H -2.016 0.793 -0.011 0.513
H -0.326 1.188 -1.934 0.408
H -1.184 -0.280 -1.908 0.416
H 1.503 -0.456 -0.413 0.261
H 1.572 -0.130 -2.047 0.262
H 1.762 -2.367 -2.038 0.399
H 0.186 -1.930 -2.774 0.324
H -0.800 -2.767 -0.581 0.185
H 0.686 -3.582 -0.481 0.223
H -0.178 1.939 2.765 0.240
H -1.583 1.268 2.224 0.261
H 0.237 -1.551 2.049 0.365
H 1.591 -1.082 1.842 0.321
O 1.137 -1.812 2.283 -0.654

***

No. 2
28
Properties=species:S:1:pos:R:3:mulliken_charge:R:1 method="wB97M-V/def2-TZVPD" lumo_energy_ev=-3.8007 total_charge=+1 orbital_gap_ev=8.6
C -2.280 1.271 -1.141 -1.011
C -1.491 0.959 1.066 -1.021
C 2.939 -1.123 0.698 -0.878
C 2.721 1.130 -0.160 -1.175
C 0.089 0.762 -0.734 -0.730
C 0.853 -0.284 -0.132 -0.145
N -1.296 0.683 -0.333 0.364
N 2.128 -0.159 0.037 0.232
O -0.626 -2.623 -0.089 -0.615
P -2.080 -2.530 0.185 0.375
H -2.215 2.429 -1.193 0.371
H -2.153 1.154 -2.331 0.250
H -3.342 0.974 -0.956 0.359
H -0.977 1.880 1.419 0.272
H -2.587 0.988 1.178 0.369
H -1.112 0.064 1.705 0.285
H 2.577 -2.139 0.411 0.337
H 3.916 -0.962 0.310 0.337
H 2.925 -0.903 1.755 0.356
H 3.807 1.085 -0.272 0.301
H 2.468 1.790 -0.910 0.470
H 2.468 1.779 0.739 0.468
H 0.636 1.760 -0.557 0.344
H 0.102 0.441 -1.860 0.242
H 0.372 -1.206 0.128 0.620
H -2.179 -1.706 1.305 0.035
H -2.818 -3.605 0.527 0.118
H -2.848 -1.910 -0.795 0.068

***

No. 3
27
Properties=species:S:1:pos:R:3:mulliken_charge:R:1 method="wB97M-V/def2-TZVPD" lumo_energy_ev=-4.0502 total_charge=+1 orbital_gap_ev=8.6
C 0.851 1.862 -0.800 -0.870
C 2.203 0.316 0.564 -0.921
C -2.514 -0.059 0.002 -0.612
C -2.071 0.456 2.285 -0.140
C 0.692 -0.932 -1.855 -1.040
C 0.164 -1.761 0.302 -1.250
N 0.828 0.623 0.065 -0.319
N -1.668 0.391 1.054 0.088
N 0.175 -0.532 -0.547 0.027
H -0.188 1.867 -1.258 0.277
H 1.189 2.642 -0.218 0.368
H 1.648 1.639 -1.610 0.339
H 2.368 1.260 1.163 0.362
H 2.399 -0.596 1.134 0.339
H 2.838 0.497 -0.279 0.333
H -2.078 0.557 -0.873 0.206
H -2.301 -1.141 -0.137 0.179
H -3.572 -0.166 0.309 0.363
H -0.556 0.628 0.794 0.470
H -1.427 0.613 3.128 0.320
H -3.059 0.049 2.665 0.225
H 1.794 -0.962 -1.870 0.290
H 0.068 -1.815 -1.983 0.450
H 0.471 -0.189 -2.716 0.299
H 0.444 -1.599 1.355 0.399
H -0.838 -2.219 0.213 0.337
H 0.944 -2.454 0.096 0.481

***

No. 4
28
Properties=species:S:1:pos:R:3:mulliken_charge:R:1 method="wB97M-V/def2-TZVPD" lumo_energy_ev=-2.8734 total_charge=+1 smiles=CCC[C@@](N)([NH3+])[C@](C)(N)O orbital_gap_ev=10.6
C 0.375 -1.110 2.941 -1.077
C -0.983 2.047 -0.050 -1.538
C 0.144 -1.798 1.551 -0.713
C -0.477 -0.860 0.476 -0.511
C 0.333 -0.096 -0.417 -0.009
C -0.344 1.152 -1.099 0.699
N 1.542 0.369 0.051 -0.260
N -1.392 0.683 -2.002 -0.706
N 0.651 -1.040 -1.843 -0.375
O 0.625 1.812 -1.839 -0.610
H -0.543 -0.628 3.172 0.323
H 0.730 -1.849 3.698 0.370
H 1.175 -0.374 2.741 0.263
H -0.828 3.012 -0.445 0.460
H -2.061 1.889 0.128 0.353
H -0.578 1.980 0.958 0.362
H 1.149 -2.160 1.117 0.243
H -0.385 -2.741 1.799 0.379
H -1.192 -1.494 0.078 0.473
H -1.066 -0.117 1.023 0.364
H 2.201 -0.331 0.431 0.313
H 1.981 1.180 -0.385 0.210
H -2.260 0.296 -1.638 0.220
H -1.554 1.392 -2.680 0.250
H 1.154 -1.984 -1.771 0.347
H 1.071 -0.536 -2.618 0.331
H -0.330 -1.335 -2.128 0.410
H 0.861 2.640 -1.248 0.429

***

No. 5
28
Properties=species:S:1:pos:R:3:mulliken_charge:R:1 method="wB97M-V/def2-TZVPD" lumo_energy_ev=-2.5832 total_charge=+1 smiles=CNC(S)(NC)[C@@H](C)[NH2+]C orbital_gap_ev=10.2
C -0.935 1.346 1.580 -1.460
C -3.040 0.348 -0.518 -0.940
C 3.074 -0.207 0.625 -0.954
C 0.349 -2.390 -0.645 -0.888
C -0.811 0.287 0.469 0.150
C 0.649 0.070 -0.114 -0.039
N -1.644 0.607 -0.718 -0.089
N 1.661 -0.054 0.885 -0.108
N 0.502 -0.938 -1.195 -0.255
S 0.858 1.557 -1.523 -0.267
H -0.225 2.225 1.373 0.279
H -0.525 0.841 2.489 0.428
H -1.893 1.828 1.616 0.397
H -3.264 0.451 0.463 0.422
H -3.647 1.061 -1.039 0.396
H -3.236 -0.637 -0.973 0.302
H 3.203 -1.029 -0.030 0.322
H 3.546 0.713 0.284 0.306
H 3.456 -0.364 1.615 0.371
H -0.742 -2.669 -0.841 0.264
H 0.970 -3.210 -1.242 0.296
H 0.642 -2.448 0.419 0.330
H -1.118 -0.649 0.962 0.258
H -1.283 1.579 -1.063 0.362
H 1.401 0.460 1.759 0.229
H 1.188 -0.844 -1.915 0.284
H -1.172 0.090 -1.465 0.416
H 2.036 1.977 -1.258 0.189

***

No. 6
30
Properties=species:S:1:pos:R:3:mulliken_charge:R:1 method="wB97M-V/def2-TZVPD" lumo_energy_ev="-8.4360 / -8.4358" total_charge=+2 orbital_gap_ev="8.0 / 8.0"
C 1.904 -0.400 -0.821 -0.517
C -1.343 -0.088 2.462 -0.758
C 2.211 -0.837 -2.343 -0.786
C -0.801 -0.428 3.828 -0.647
C -0.285 1.738 -0.338 -1.500
C -0.424 0.221 0.158 -0.386
N 0.532 -0.768 -0.494 0.340
N -0.164 0.038 1.596 0.180
N -0.047 -1.506 -1.461 -0.251
N 0.621 1.016 2.196 -0.420
P 0.788 -1.986 -2.822 0.291
P 0.777 0.444 4.067 0.050
H 2.582 -1.049 -0.236 0.374
H 2.229 0.606 -0.839 0.312
H -2.114 -0.747 2.128 0.453
H -1.820 0.808 2.610 0.387
H 2.315 -0.067 -3.118 0.401
H 3.164 -1.406 -2.558 0.426
H -1.434 -0.312 4.680 0.505
H -0.761 -1.514 3.993 0.400
H -0.455 1.561 -1.370 0.485
H -1.005 2.358 0.065 0.425
H 0.761 1.994 -0.331 0.456
H -1.437 -0.220 -0.023 0.544
H -0.930 -1.892 -1.087 0.325
H -1.346 -5.000 -5.162 0.175
H 1.478 1.081 1.846 0.334
H 0.136 2.008 2.181 0.440
H -1.337 -4.333 -4.775 -0.174
H 0.574 1.633 4.757 0.134

***

Max |F|? In order: 2.0 5.6 5.4 4.6 3.7 7.1 eV/Å.
Energy? In order: -424.1244 -765.1791 -403.2842 -478.6489 -801.5532 -1140.3477 hartree.
Energy above the lowest of the compared OMol25 structures with the same formula, charge and spin? In order: 66.92 0.00 515.73 40.75 295.68 0.00 kJ/mol.